114
Properties=species:S:1:pos:R:3:lowdin_charge:R:1 method="wB97M-V/def2-TZVPD" gap_ev=9.78 multiplicity=1 smiles="CCOC(=O)OC.CCOC(=O)OC.CCOC(=O)OC.CCOC(=O)OC.CCOC(=O)OC.C1CCOC1.C1CCOC1.C1CCOC1" relative_energy_kj_mol=454.82
H -2.68424 -7.45217 -0.08277 0.089
H -3.94876 4.62967 0.20749 0.113
H -4.63042 -9.52181 8.55600 0.115
O -3.39095 -6.46672 -1.77525 -0.053
H -0.42695 10.78462 5.05248 0.115
C -3.17254 -7.04963 6.90574 -0.162
H -0.55658 -1.68024 -0.37618 0.125
H 3.55440 -3.97896 -12.98802 0.101
H -0.19058 3.82659 -8.19447 0.075
H 1.47796 3.47806 -7.91066 0.074
C -0.34741 9.74879 5.38237 -0.179
O 4.32619 -2.23904 -11.11923 0.151
H 9.87912 1.09701 5.14217 0.110
H -3.14077 -5.98020 7.11411 0.111
O 3.73231 -3.20442 -9.10600 0.009
H 1.02017 -2.19799 0.25719 0.130
C 3.03884 -4.04693 -6.93026 -0.060
H -2.36598 -8.80045 9.48352 0.116
H 2.72617 -4.94151 -8.87650 0.113
O -0.80519 1.87187 -6.69849 0.018
H 3.51987 2.22511 0.79177 0.090
C -0.94767 8.13987 7.04888 -0.534
H -7.09198 -2.77057 -3.26863 0.073
C 2.50725 2.58742 0.61450 -0.050
C -6.18046 -3.24623 -2.90670 -0.071
H -3.48754 3.06346 0.25208 0.109
C -5.75163 -4.51828 -3.66503 -0.174
O -2.60208 3.14805 -6.44150 -0.019
H 8.28469 2.34535 3.54379 0.119
H 2.11791 -3.46425 -6.95207 0.071
H -5.42018 -4.28688 -4.67729 0.124
C 9.33959 2.28622 3.27584 -0.206
H -6.40531 -3.42111 -1.85458 0.077
H -0.77267 -2.64891 1.95495 0.084
H 0.71116 4.79918 -7.04764 0.072
H 11.81109 1.48374 2.89523 0.116
O 9.96935 3.51395 3.53591 -0.136
H -6.63534 -5.15139 -3.74475 0.120
H 0.71592 9.71434 5.61954 0.116
C -2.49882 -8.83016 8.40205 -0.186
C 3.53576 -4.41831 -8.36765 -0.211
H 2.83170 -4.92974 -6.32541 0.072
H -3.50246 2.78114 2.68750 0.106
C -3.92750 -9.04801 7.87077 -0.176
H -1.08604 6.40278 8.84924 0.092
C 10.14625 1.24497 4.09583 -0.189
C -1.94241 -7.68976 7.65044 -0.183
H -4.62705 5.49726 3.04469 0.111
H 11.29724 3.59787 5.15456 0.118
C -3.96629 3.47634 -6.38061 -0.044
H -4.06535 -9.66084 6.97998 0.112
H -2.31721 -8.25462 -1.68775 0.085
H -1.62785 8.71250 3.85071 0.077
O -4.69241 -5.01525 -2.83178 0.027
H 3.71133 -3.35166 -6.42782 0.071
C 11.53095 1.79059 3.90294 -0.187
H -5.62738 2.36309 1.40688 0.119
H 4.37934 -5.10721 -8.32442 0.119
H -4.15221 4.53818 -6.21925 0.094
O 3.87895 -4.34065 -10.99696 -0.013
C 0.17379 -1.53049 0.41896 -0.216
C -2.16065 1.91712 -6.66853 -0.523
O -1.15919 9.37475 6.55450 0.029
H -4.32372 3.32367 -7.39897 0.099
H -2.40560 7.26220 9.68472 0.094
H -1.37561 -6.96217 8.23134 0.104
H -2.03204 -9.72134 7.98250 0.104
C 0.01748 2.94754 -6.22611 -0.202
C 3.94021 -3.16300 -10.48376 -0.606
H -6.16899 3.46017 0.04601 0.122
O 0.08540 7.46314 6.98649 0.098
H 5.23110 -4.28845 -12.56117 0.096
O 0.53094 -0.19730 0.04375 0.021
C -0.46665 -1.61976 1.76703 -0.066
O -4.30704 -7.69415 7.52572 -0.168
O -5.40539 -7.17701 -2.60430 0.116
H 10.03722 0.21980 3.74195 0.107
C -2.07183 6.85266 8.73130 -0.060
O 1.65091 1.64164 -0.02863 0.000
H 0.24918 -1.31945 2.53220 0.076
H 9.47580 2.02009 2.22763 0.114
H -0.50204 3.50637 -5.44771 0.118
C 1.58399 0.44955 0.56458 -0.571
H -5.15156 4.05995 3.95900 0.113
C -0.59059 8.86016 4.15136 -0.074
H -1.16138 -8.00532 6.95870 0.103
H 2.14525 2.92881 1.58430 0.099
C -4.15023 3.73548 0.79735 -0.189
O 2.41677 0.07229 1.38604 0.100
O -2.81652 0.85063 -6.82518 0.077
H 11.99659 3.85816 3.57107 0.114
C 4.20401 -4.60027 -12.37153 -0.008
C -3.76474 3.76673 2.30292 -0.176
C -5.57920 3.35455 0.95656 -0.185
H -3.86091 -8.42923 -1.08366 0.082
H 4.19469 -5.66119 -12.62149 0.095
H -2.77987 6.06377 8.47748 0.092
H -2.84560 4.35214 2.32744 0.101
H 12.25548 1.37855 4.60536 0.115
O -2.04658 7.92386 7.82395 -0.011
H -3.20805 -7.25329 5.83553 0.110
C 0.56053 3.78082 -7.40592 -0.058
H -4.62012 2.93184 -5.69934 0.101
C -3.04063 -7.71144 -1.07970 -0.031
H -5.41351 -2.47225 -2.87784 0.074
H -0.10378 7.90485 4.34759 0.071
H 0.88591 2.52796 -5.71828 0.118
C -4.60431 -6.28257 -2.47179 -0.537
C -4.96287 4.46341 2.96416 -0.189
C 11.25975 3.26829 4.11626 -0.195
O -6.01751 4.31390 1.98596 -0.153
H 2.62489 3.41445 -0.08571 0.093
H -0.20979 9.29726 3.22829 0.075
H -1.26866 -0.89195 1.89009 0.083